(1)
This record from OMol25 describes a structure of composition C22H31N2O3 at a distorted geometry. The level of theory is ωB97M-V/def2-TZVPD.

XYZ file:
```
58
Properties=species:S:1:pos:R:3
C -2.23657 -1.73760 -1.96915
H -3.05936 -1.73988 -2.63036
H -1.32458 -2.03890 -2.71272
H -2.35637 -2.40304 -1.19788
O -2.03089 -0.57263 -1.84464
C -1.11255 -0.19903 -0.76108
C -0.15325 -1.14129 -0.30357
C 0.94155 -0.65089 0.28649
C 0.95002 0.63278 0.84511
C 0.05196 1.46669 0.61144
C -1.09391 1.37959 -0.21467
O -2.01480 2.27223 -0.57683
C -3.21655 1.71457 -0.96356
H -3.74429 2.93566 -0.69390
C -3.88478 0.81351 -0.06780
O -3.31480 0.26995 1.07760
N -5.11266 0.40197 -0.21194
H -5.60872 1.03813 -0.93015
C -5.92468 -0.26909 0.37927
C -7.40953 -0.30141 -0.15011
H -7.32131 -0.65069 -1.39975
H -7.93383 0.74288 -0.07195
H -8.07179 -0.92361 0.27183
C -5.48395 -1.72842 0.55010
H -4.44645 -1.60678 0.60968
H -5.22987 -2.07378 -0.66851
H -6.05080 -2.67091 0.89227
C -6.14436 0.23262 1.86642
H -6.68584 1.03466 2.05716
H -6.80212 -0.65076 2.50289
H -5.20028 0.19059 2.33658
H -3.33329 1.54874 -2.02268
H 0.03882 2.54109 1.06997
H 1.75693 0.76528 1.61156
C 2.00691 -1.73227 0.72828
H 2.48536 -1.29947 1.76084
H 1.69582 -2.68304 0.48052
N 3.15762 -1.48778 0.00278
H 3.50937 -0.49100 -0.16384
H 2.64088 -1.48532 -1.10434
C 4.40336 -2.48886 0.09042
C 5.15012 -1.72419 1.18624
C 5.59520 -0.46488 0.50908
C 6.70236 -0.39991 -0.37931
C 6.96547 1.05848 -0.96309
C 6.48258 2.03799 -0.52117
C 5.35370 1.84253 0.41605
C 5.08506 0.54739 0.90174
H 4.19561 0.68994 1.49867
H 4.56732 2.87596 0.73808
H 6.60445 3.12888 -0.93528
H 7.92823 1.15795 -1.61733
H 7.52511 -1.05497 -0.80147
H 4.88817 -1.82775 2.02951
H 6.27939 -2.51128 1.14393
H 4.00947 -3.29215 0.47079
H 4.81259 -2.59039 -1.09540
H -0.16933 -2.00689 -0.82383
```

Its HOMO energy is -10.5 eV. As for the total charge: +1. The electronic energy is -32411.326 eV. As for the frontier orbital gap: 7.58 eV. The spin multiplicity is 1. As for the energy relative to the best compared isomer or geometry (same formula, charge and spin): 544.03 kcal per mole.

(2)
This record from OMol25 describes a cluster of 2 separate species, C22H31N5O6 in total at a distorted geometry. The level of theory is ωB97M-V/def2-TZVPD.

XYZ file:
```
64
Properties=species:S:1:pos:R:3
N -2.62953 -6.13024 2.16749
C -2.06191 -5.06940 3.04128
C -1.59541 -3.96329 2.08216
C -1.50983 -2.56431 2.65209
C -2.05642 -2.08820 3.80938
C -1.58477 -0.72539 3.96627
C -1.89704 0.13974 5.13644
O -1.32243 1.21198 5.26220
O -2.81497 -0.30251 6.03699
N -0.82570 -0.40939 2.93642
N -0.76929 -1.50267 2.11825
C 0.07671 -1.55658 0.99315
C -0.30533 -2.18297 -0.20919
C 0.57750 -2.25441 -1.29396
C 1.85323 -1.69347 -1.19562
C 2.24072 -1.04905 -0.01788
C 1.35419 -0.97320 1.06237
C -0.89941 -5.55710 3.95463
O -0.40287 -6.65080 3.72620
O -0.49954 -4.77191 4.98043
H -3.06192 -6.86550 2.72945
H -1.89314 -6.53614 1.58646
H -2.86175 -4.69450 3.68565
H -2.29383 -3.92116 1.24054
H -0.61578 -4.25103 1.68660
H -2.67911 -2.61355 4.52535
H -2.86899 0.40166 6.70162
H -1.29814 -2.60667 -0.31311
H 0.27391 -2.73541 -2.22019
H 2.53254 -1.74820 -2.04302
H 3.22946 -0.60588 0.05897
H 1.66502 -0.47346 1.97620
H 0.22850 -5.25633 5.39934
C 3.53135 2.92187 0.11070
C 2.41235 2.37193 -0.78156
C 1.88936 3.36165 -1.84962
C 1.34441 4.63840 -1.17827
C 0.80518 2.68006 -2.72050
N 1.35982 1.49839 -3.40455
C 0.70782 0.40145 -3.78563
C -0.78145 0.28281 -3.53170
O 1.30357 -0.52097 -4.32048
C 0.19956 3.65736 -3.73944
O 0.84740 4.01863 -4.71782
N -1.03517 4.10945 -3.48725
C -1.74534 5.05693 -4.34347
H 3.94566 2.10926 0.70808
H 4.32318 3.34892 -0.50555
H 3.14200 3.68088 0.78913
H 2.81455 1.49167 -1.28152
H 1.58480 2.05222 -0.14665
H 2.72216 3.64661 -2.49558
H 2.13482 5.13788 -0.61898
H 0.52829 4.38968 -0.49902
H 0.99537 5.35126 -1.92514
H 0.01151 2.35986 -2.04700
H 2.33086 1.53141 -3.67219
H -0.96904 0.30222 -2.46026
H -1.29902 1.10030 -4.02822
H -1.13069 -0.66356 -3.94117
H -1.49692 3.78725 -2.65164
H -2.75097 5.23553 -3.96078
H -1.19903 6.00162 -4.37885
H -1.81109 4.65840 -5.35799
```

Its HOMO energy is -9.0 eV. The structure (SMILES) is N[C@H](Cc1cc(C(=O)O)nn1-c1ccccc1)C(=O)O.CC[C@H](C)[C@H](NC(C)=O)C(=O)NC. As for the total charge: 0. The electronic energy is -43054.147 eV. As for the frontier orbital gap: 9.42 eV. The spin multiplicity is 1. As for the energy relative to the best compared isomer or geometry (same formula, charge and spin): 0.00 kcal per mole.

(3)
This record from OMol25 describes the molecule C22H31N7. The level of theory is ωB97M-V/def2-TZVPD.

XYZ file:
```
60
Properties=species:S:1:pos:R:3
C 2.12716 -0.40912 0.04989
C 1.37201 0.69382 0.22384
C 0.12846 0.60298 0.96829
N -0.73634 1.49133 1.25389
C -0.48766 2.82834 0.76612
C -0.71199 3.03138 -0.75315
N -2.06378 3.53350 -0.46548
C -2.53405 4.66895 -1.22803
C -2.68039 4.29663 -2.69897
C -3.21204 5.46919 -3.51894
C -4.53773 5.97614 -2.95698
C -4.39915 6.34340 -1.48179
C -3.86237 5.16712 -0.67058
C -1.69951 3.75596 0.94497
N -0.09408 -0.69372 1.44985
C 0.70189 -1.74975 1.17818
N 0.24700 -2.96132 1.75049
C -0.46493 -3.81916 0.78822
C 0.43280 -4.37863 -0.30743
N 1.59959 -4.96611 0.30688
N 2.42054 -5.78041 -0.39379
C 3.43930 -5.95427 0.42512
C 3.30308 -5.25710 1.63153
C 2.09715 -4.61139 1.52033
C 1.30964 -3.71833 2.42901
C 4.46992 -5.50574 2.53768
C 5.50365 -6.11404 1.54688
C 4.70464 -6.75198 0.37989
N 1.80316 -1.66879 0.50716
H 3.06223 -0.35225 -0.49406
H 1.68345 1.64656 -0.17621
H 0.45518 3.22338 1.15489
H -0.04887 3.80629 -1.16757
H -0.66795 2.13975 -1.38176
H -1.79911 5.49968 -1.15611
H -1.71960 3.95920 -3.09684
H -3.37004 3.44843 -2.76582
H -2.47995 6.28432 -3.50264
H -3.32794 5.17400 -4.56394
H -4.89137 6.83501 -3.53180
H -5.29499 5.19127 -3.06153
H -3.71346 7.19272 -1.38611
H -5.35961 6.67012 -1.07769
H -4.57412 4.33525 -0.69906
H -3.74435 5.45026 0.37852
H -2.44149 3.43552 1.67608
H -1.39806 4.79482 1.14282
H -0.91023 -0.83819 2.02684
H -0.90647 -4.63644 1.36229
H -1.28140 -3.25061 0.34142
H -0.09193 -5.15050 -0.86990
H 0.74239 -3.59210 -0.99852
H 1.97693 -3.01700 2.92860
H 0.82600 -4.31651 3.20675
H 4.85964 -4.61068 3.02464
H 4.21782 -6.22005 3.32721
H 6.11559 -5.30362 1.14689
H 6.17514 -6.82267 2.03074
H 4.49892 -7.80892 0.57008
H 5.23167 -6.68592 -0.57122
```

Its HOMO energy is -8.2 eV. The structure (SMILES) is c1c/c(=N\C2CN(C3CCCCC3)C2)[nH]c(N2CCn3nc4c(c3C2)CCC4)n1. As for the total charge: 0. The electronic energy is -33747.041 eV. As for the frontier orbital gap: 8.89 eV. The spin multiplicity is 1. As for the energy relative to the best compared isomer or geometry (same formula, charge and spin): 6.05 kcal per mole.